1.
2 unconnected molecules or ions with the total composition C3H10S. Source: the OMol25 dataset; level of theory: ωB97M-V with the def2-TZVPD basis set.

Last column: natural (NBO) charge in e.
Element x y z (Å)
C 2.56846 -1.21222 -0.78015  -0.760
S 3.73538 -1.93685 0.40668  -0.036
H 2.05111 -0.31308 -0.44828  0.230
H 1.79745 -2.13681 -1.05551  0.222
H 3.15184 -0.92887 -1.76476  0.227
H 3.36867 -1.24992 1.46684  0.116
C -2.14135 0.79140 -0.42860  -0.617
C -2.01106 1.20850 1.10263  -0.614
H -1.84101 1.49471 -1.17138  0.204
H -1.62185 -0.13087 -0.69273  0.200
H -3.22652 0.73345 -0.81855  0.199
H -0.93947 1.10555 1.35519  0.204
H -2.50003 0.39311 1.78905  0.212
H -2.39161 2.18190 1.03956  0.213

**SMILES string**: CC.CS
**Kohn-Sham gap**: 9.772 eV
**HOMO level**: -9.007 eV
**2S+1**: 1
**Molar mass**: 78.18 g/mol
**LUMO**: 0.8 eV

=====

2.
2 unconnected molecules or ions with the total composition C3H10S. Source: the OMol25 dataset; level of theory: ωB97M-V with the def2-TZVPD basis set.

Last column: natural (NBO) charge in e.
Element x y z (Å)
S 0.64633 -4.25234 1.06696  -0.278
H 1.68663 -4.75662 0.60235  0.113
H 0.80820 -3.21795 0.01759  0.165
C 0.60483 1.81158 0.51666  -0.608
C -0.68046 1.54204 -0.27869  -0.393
C -0.81100 0.02163 -0.87670  -0.645
H 1.43393 2.00166 -0.09879  0.197
H 0.40029 2.69829 1.18089  0.209
H 0.89933 0.92898 1.18613  0.198
H -1.48500 1.46909 0.52087  0.188
H -0.77485 2.36553 -0.99962  0.202
H -1.89500 -0.15425 -1.03477  0.209
H -0.57909 -0.69176 0.04098  0.218
H -0.25412 0.23412 -1.84386  0.226

**SMILES string**: CCC.S
**Kohn-Sham gap**: 10.589 eV
**HOMO level**: -9.794 eV
**2S+1**: 1
**Molar mass**: 78.18 g/mol
**LUMO**: 0.8 eV

=====

Going by the energies, 1 is most stable and the next is 0.0084 hartree up.

=====

1.
A gas-phase ion, C3H6Cl2P (charge +1). Source: the OMol25 dataset; level of theory: ωB97M-V with the def2-TZVPD basis set.

Last column: natural (NBO) charge in e.
Element x y z (Å)
C 0.75192 1.12135 2.13305  -0.067
C 0.77010 0.07622 0.76657  -0.715
C -0.58000 -1.30409 -1.44903  -0.967
P -0.37607 0.26531 -0.55075  1.396
Cl 0.29594 1.59654 -1.84662  -0.113
Cl -2.11290 0.88419 0.09663  -0.097
H 1.55546 0.98936 2.82290  0.225
H -0.08856 1.77137 2.24154  0.209
H 1.64264 -0.54134 0.68892  0.271
H -1.19300 -1.13879 -2.33481  0.288
H -1.06057 -2.04185 -0.80822  0.286
H 0.39505 -1.67826 -1.76019  0.285

**Kohn-Sham gap (spin up / spin down)**: 8.947 / 8.554 eV
**HOMO level (spin up / spin down)**: -14.362 / -14.300 eV
**2S+1**: 1
**Molar mass**: 143.96 g/mol
**Net charge**: +1
**LUMO (spin up / spin down)**: -5.4 / -5.7 eV

=====

2.
A gas-phase ion, C3H6Cl2P (charge +1). Source: the OMol25 dataset; level of theory: ωB97M-V with the def2-TZVPD basis set.

Last column: natural (NBO) charge in e.
Element x y z (Å)
C 1.40325 0.03495 -1.23249  -0.263
C 0.09498 0.10912 -1.37489  -0.616
C -0.10949 0.05325 1.67285  -0.954
P -0.97627 0.03443 0.10018  1.395
Cl -1.98632 -1.66325 -0.00461  -0.108
Cl -2.27686 1.49331 0.24429  -0.096
H 2.00483 -0.13969 -2.24840  0.256
H 2.08642 -0.04187 -0.39383  0.235
H -0.34349 0.24285 -2.45193  0.304
H -0.82935 -0.49769 2.18225  0.279
H 0.25067 1.03720 1.87864  0.293
H 0.68164 -0.66261 1.62794  0.276

**Kohn-Sham gap**: 11.505 eV
**HOMO level**: -15.705 eV
**2S+1**: 1
**Molar mass**: 143.96 g/mol
**Net charge**: +1
**LUMO**: -4.2 eV

=====

Going by the energies, 2 is most stable and the next is 0.0575 hartree up.

=====

1.
A single C6H9F molecule. Source: the OMol25 dataset; level of theory: ωB97M-V with the def2-TZVPD basis set.

Last column: natural (NBO) charge in e.
Element x y z (Å)
C 1.58759 -0.62142 0.75502  -0.666
C 0.91355 -1.13338 -0.47304  -0.123
C -0.41767 -1.30570 -0.64924  -0.291
C -1.40678 -0.56264 0.03201  0.352
C -1.41340 0.77145 0.14826  -0.243
C -0.36748 1.73121 -0.32332  -0.644
H 2.26837 0.17323 0.46531  0.214
H 2.14842 -1.34790 1.29589  0.231
H 0.87009 -0.16678 1.48003  0.222
H 1.55437 -1.35525 -1.32911  0.201
H -0.77371 -2.07500 -1.32199  0.221
H -2.18563 1.15755 0.72588  0.210
H -0.79436 2.60200 -0.85673  0.224
H 0.14677 2.16070 0.58311  0.216
H 0.41470 1.23426 -0.90324  0.223
F -2.54483 -1.26233 0.37116  -0.347

**SMILES string**: C/C=C\C(F)=C/C
**Kohn-Sham gap**: 9.384 eV
**HOMO level**: -8.527 eV
**2S+1**: 1
**Molar mass**: 100.14 g/mol
**LUMO**: 0.9 eV

=====

2.
A molecular structure, C6H9F. Source: the OMol25 dataset; level of theory: ωB97M-V with the def2-TZVPD basis set.

Last column: natural (NBO) charge in e.
Element x y z (Å)
C 3.18983 1.24864 0.52292  -0.694
C 2.59317 0.13731 0.12856  0.097
C 0.09179 0.00109 0.49689  -0.326
C -0.73069 0.72996 -0.57124  0.182
C -0.78258 -0.78929 -0.51715  -0.243
C -2.13291 -1.49551 -0.11531  -0.609
F -1.85892 1.49335 -0.12971  -0.374
H 2.94830 1.88883 1.27921  0.246
H 4.05089 1.41191 -0.22802  0.287
H -0.40154 -1.14880 -1.45585  0.227
H 1.23674 0.04621 0.50110  0.147
H -0.39171 0.11019 1.41627  0.223
H -0.40791 1.14081 -1.49204  0.187
H -2.88053 -0.87502 -0.52099  0.221
H -2.23040 -1.37733 0.98668  0.208
H -2.29354 -2.52236 -0.30135  0.221

**Kohn-Sham gap**: 9.360 eV
**HOMO level**: -9.641 eV
**2S+1**: 1
**Molar mass**: 100.14 g/mol
**LUMO**: -0.3 eV

=====

Going by the energies, 1 is most stable and the next is 0.1826 hartree up.

=====

1.
A single C2H6N4O2 molecule. Source: the OMol25 dataset; level of theory: ωB97M-V with the def2-TZVPD basis set.

Last column: natural (NBO) charge in e.
Element x y z (Å)
C 1.51326 0.51636 0.87185  0.658
C -0.74808 -0.82037 -0.97861  0.242
H 0.45112 1.73114 1.94752  0.380
H 2.17112 1.49626 2.51847  0.409
H 2.11188 -1.10524 0.05343  0.371
H -1.28312 -1.83525 -1.43456  0.224
H -1.91641 0.83978 -0.30173  0.381
H -3.55684 -0.36009 -1.74663  0.478
N 1.45871 1.59778 1.72725  -0.834
N 2.37084 -0.50985 0.94772  -0.796
N 0.42187 -0.72329 -0.52952  -0.222
N -1.87346 0.00046 -1.02292  -0.341
O 0.51654 0.61210 0.11350  -0.411
O -2.91835 -0.79938 -1.14519  -0.541

**SMILES string**: [H]/N=C(/N)O/N=C\NO
**Kohn-Sham gap**: 9.112 eV
**HOMO level**: -8.707 eV
**2S+1**: 1
**Molar mass**: 118.10 g/mol
**LUMO**: 0.4 eV

=====

2.
A single C2H6N4O2 molecule. Source: the OMol25 dataset; level of theory: ωB97M-V with the def2-TZVPD basis set.

Last column: natural (NBO) charge in e.
Element x y z (Å)
C 1.19547 -0.06100 0.74550  -0.096
C 0.86739 0.59565 -0.35773  -0.135
N 0.32556 -0.75689 1.62921  -0.464
N -1.26295 0.71653 0.40106  -0.344
N -0.44080 0.84539 -0.64179  -0.012
N -0.99293 -0.78024 1.17780  0.068
O -0.91266 0.19248 -1.78441  -0.563
O -1.17872 -1.73784 0.20675  -0.542
H 2.22118 -0.24531 1.11975  0.215
H 1.52226 0.87770 -1.18415  0.227
H 0.43177 -0.37185 2.57866  0.390
H -2.19658 0.62577 0.07586  0.372
H -0.82252 -0.74449 -1.58195  0.450
H -0.31371 -1.70916 -0.17826  0.436

**SMILES string**: On1cc[nH]n(O)[nH]1
**Kohn-Sham gap**: 9.254 eV
**HOMO level**: -8.525 eV
**2S+1**: 1
**Molar mass**: 118.10 g/mol
**LUMO**: 0.7 eV

=====

Going by the energies, 1 is most stable and the next is 0.0595 hartree up.